Density functional theory data (ωB97M-V with the def2-TZVPD basis set) for a cluster of 2 separate species, C5H11O2 in total.

Properties
E_LUMO = 3.8 eV
orbital gap = 7.5269 eV
molar mass = 103.141 g mol⁻¹
energy above the lowest of the compared OMol25 structures with the same formula, charge and spin = 95.8 kJ/mol
total charge = -1

Element x y z (Å)
C -0.08551 1.13618 -1.07937
C -0.30507 2.56800 -1.60982
C -1.52718 0.40728 -1.20581
O -1.65199 -0.46411 -2.08025
O -2.41298 0.91366 -0.46617
H 0.53909 0.36813 -1.55163
H 0.23039 1.20677 -0.03602
H 0.17063 2.90017 -2.54586
H 0.06204 3.36260 -0.96173
H -1.37186 2.63895 -1.77628
C 0.43435 -2.54223 1.35606
C 1.16566 -1.30831 1.90465
H -0.33058 -2.79623 2.08132
H 0.02081 -2.43907 0.35927
H 1.20387 -3.32095 1.30039
H 0.46300 -0.46178 1.87495
H 2.00019 -0.74490 1.47134
H 1.39513 -1.42417 2.96494


Density functional theory data (ωB97M-V with the def2-TZVPD basis set) for a cluster of 2 separate species, C5H11O2 in total.

Properties
E_LUMO = 3.4 eV
orbital gap = 7.1869 eV
molar mass = 103.141 g mol⁻¹
energy above the lowest of the compared OMol25 structures with the same formula, charge and spin = 25.8 kJ/mol
total charge = -1

Element x y z (Å)
C 1.35551 -0.04238 -2.52408
C 2.47390 -0.62722 -3.38274
H 0.60509 -0.76290 -2.21080
H 1.64756 0.54560 -1.65890
H 0.79954 0.68658 -3.13211
H 3.30730 0.06983 -3.48468
H 2.12131 -0.91221 -4.37455
H 2.87233 -1.53573 -2.93384
C -0.21574 0.36614 0.68996
C 0.22924 1.69652 1.26813
C -1.31761 -0.39994 1.52456
O -1.65263 0.07218 2.62625
O -1.76576 -1.39722 0.90022
H -0.70860 0.52518 -0.26498
H 0.58573 -0.35798 0.50799
H 1.02143 2.21578 0.71374
H 0.59720 1.62488 2.29397
H -0.64424 2.35128 1.33630


Density functional theory data (ωB97M-V with the def2-TZVPD basis set) for a cluster of 2 separate species, C5H11O2 in total.

Properties
E_LUMO = 3.5 eV
orbital gap = 7.2039 eV
molar mass = 103.141 g mol⁻¹
energy above the lowest of the compared OMol25 structures with the same formula, charge and spin = 109.6 kJ/mol
total charge = -1

Element x y z (Å)
C 1.61568 -2.13604 -0.08634
C 1.52710 -1.97260 1.57485
O 2.45956 -1.50314 2.25586
O 0.43133 -2.38510 2.02727
H 1.55126 -3.23651 -0.07568
H 2.53622 -1.60754 -0.32467
H 0.66538 -1.71548 -0.36850
C -0.90006 0.96654 -0.13871
C 0.07673 0.98902 -1.34883
C -2.03946 1.97968 0.06194
H -0.36889 0.94596 0.82554
H -1.43942 0.00559 -0.11861
H -0.06379 0.07832 -1.93699
H 0.05960 1.93244 -1.88214
H -2.24597 2.52800 -0.85734
H 1.04733 0.95867 -0.85171
H -1.94282 2.70960 0.88060
H -2.96978 1.46258 0.36344


Density functional theory data (ωB97M-V with the def2-TZVPD basis set) for a cluster of 2 separate species, C5H11O2 in total.

Properties
E_LUMO = 3.8 eV
orbital gap = 6.7732 eV
molar mass = 103.141 g mol⁻¹
energy above the lowest of the compared OMol25 structures with the same formula, charge and spin = 362.5 kJ/mol
total charge = -1

Element x y z (Å)
C -0.14649 -0.76121 0.55685
O 0.11408 -1.88554 1.40457
C 1.19611 -0.35813 -0.32879
C 0.87597 0.43001 -1.66652
C -0.05903 1.58531 -1.35922
C -1.20010 2.00987 -1.98121
H -0.14510 0.15014 1.27122
H -1.04661 -1.00782 -0.02494
H 1.85553 0.13255 0.41717
H 1.43202 -1.44818 -0.58198
H 0.32627 -0.18682 -2.33826
H 1.82992 0.84277 -2.14808
H 0.48322 2.29175 -0.85637
H -1.83196 1.32149 -2.42092
H -1.65945 2.98160 -1.54760
H -0.48922 -2.42865 4.53842
H -0.50209 -1.84706 3.06209
O -1.03307 -1.82207 4.00357


Density functional theory data (ωB97M-V with the def2-TZVPD basis set) for the ion C5H11O2 with charge -1.

Properties
E_LUMO = 3.6 eV
orbital gap = 5.8430 eV
molar mass = 103.141 g mol⁻¹
energy above the lowest of the compared OMol25 structures with the same formula, charge and spin = 302.6 kJ/mol
total charge = -1

Element x y z (Å)
O -3.19987 -0.06053 -0.38697
C -2.08719 0.34769 -0.92086
C -0.82542 -0.80257 -0.62909
C 0.50385 -0.30363 -1.12072
C 1.15669 0.64805 -0.07967
C 2.00679 -0.20385 0.86169
O 2.07643 0.29041 2.22237
H -2.01935 0.41957 -2.02628
H -1.62483 1.26318 -0.43393
H -1.06676 -1.10771 0.37913
H -1.30206 -1.53305 -1.30080
H 0.33474 0.17181 -2.09153
H 1.29984 -1.05022 -1.35532
H 0.43969 1.25777 0.49283
H 1.81226 1.27925 -0.68040
H 3.07207 -0.12386 0.58551
H 1.63872 -1.24300 0.86422
H 1.28226 0.81176 2.29109


Density functional theory data (ωB97M-V with the def2-TZVPD basis set) for a cluster of 2 separate species, C5H11O2S in total.

Properties
E_LUMO (spin up / spin down) = 3.9 / 3.4 eV
orbital gap (spin up / spin down) = 5.2956 / 6.7971 eV
2S+1 = 3
molar mass = 135.208 g mol⁻¹
total charge = -1

Element x y z (Å)
C -3.06332 -1.13512 0.47123
C 1.26260 1.55734 -0.75059
C 1.15830 -1.38297 -0.37916
C 1.15218 0.98247 0.65290
C 0.55990 -0.41070 0.53801
O -1.97159 0.34326 -1.56294
O -2.27079 1.27676 0.82278
S -2.02454 0.18095 -0.07938
H -2.92993 -1.14694 1.63352
H -2.72029 -2.05796 -0.08943
H 0.23536 1.19730 -1.14604
H 1.33278 2.60155 -0.88150
H 1.99330 1.04344 -1.38649
H 1.40472 -0.71799 -1.25288
H 2.01094 -1.61016 0.16556
H 0.68076 -2.37433 -0.67188
H 2.10933 0.86291 1.11234
H 0.59884 1.67592 1.28254
H 0.48142 -0.88575 1.52142


Density functional theory data (ωB97M-V with the def2-TZVPD basis set) for a cluster of 2 separate species, C5H11O3 in total.

Properties
E_LUMO (spin up / spin down) = 0.9 / 0.3 eV
orbital gap (spin up / spin down) = 7.8652 / 11.4030 eV
2S+1 = 4
molar mass = 119.140 g mol⁻¹
energy above the lowest of the compared OMol25 structures with the same formula, charge and spin = 25.9 kJ/mol

Element x y z (Å)
O -3.05929 -3.34225 1.49790
O -3.15879 -3.42664 2.62068
C 1.43311 -0.61244 -0.26508
C 0.33498 0.43964 -0.48669
C 0.64691 1.75337 0.24719
C 0.19445 0.71780 -1.98762
O -0.95533 -0.08395 -0.04554
C -1.02207 -0.38500 1.27159
H 1.18210 -1.53004 -0.79299
H 2.39533 -0.26780 -0.64169
H 1.55814 -0.86584 0.78524
H -0.14920 2.47455 0.07464
H 0.73354 1.61638 1.32264
H 1.57623 2.19650 -0.10840
H -0.60475 1.43436 -2.16537
H 1.11594 1.11520 -2.40673
H -0.06209 -0.19655 -2.51853
H -1.95424 -0.76656 1.64104
H -0.20495 -0.27073 1.95773


Density functional theory data (ωB97M-V with the def2-TZVPD basis set) for a structure of composition C5H11O3Sc.

Properties
E_LUMO (spin up / spin down) = -5.8 / -6.3 eV
orbital gap (spin up / spin down) = 6.4957 / 6.0582 eV
2S+1 = 2
molar mass = 164.096 g mol⁻¹
total charge = +1

Element x y z (Å)
O 1.94571 1.14805 -0.81155
C 3.18722 1.22622 -1.43057
C 3.08195 0.98536 -2.92700
O 3.15498 -0.42110 -3.16114
C 3.19585 -0.82515 -4.45635
C 3.11668 -2.10999 -4.80131
Sc 0.68005 -0.35998 -0.95187
H 3.88744 0.50495 -0.96754
H 3.64460 2.22304 -1.28378
H 3.87274 1.54154 -3.44949
H 2.16301 1.36096 -3.40359
H 3.10153 -0.02001 -5.19287
H 2.77189 -2.86713 -4.09606
H 3.11590 -2.37364 -5.85748
O 0.61095 3.52516 -0.30654
H 1.09405 2.66768 -0.41427
C -0.37782 3.60657 -1.29995
H -0.84002 4.60268 -1.25555
H 0.03685 3.41869 -2.30644
H -1.19422 2.87880 -1.14580


Density functional theory data (ωB97M-V with the def2-TZVPD basis set) for a cluster of 2 separate species, C5H11O4 in total.

Properties
E_LUMO (spin up / spin down) = -2.7 / -2.4 eV
orbital gap (spin up / spin down) = 7.2431 / 7.3367 eV
2S+1 = 2
molar mass = 135.139 g mol⁻¹
energy above the lowest of the compared OMol25 structures with the same formula, charge and spin = 430.0 kJ/mol

Element x y z (Å)
C -0.36625 0.92027 1.11470
C -0.76214 0.03975 -0.08045
C -1.24467 -1.30539 0.43231
C -1.85677 0.72333 -0.85597
O 0.23846 -0.23075 -1.10768
C 1.49482 -0.48423 -0.46827
O 1.98212 0.49524 0.32932
O 4.00397 0.55397 -0.03951
O 4.23798 0.16931 -1.18561
H 0.01721 1.88744 0.75870
H -1.26462 1.14534 1.73621
H 0.37530 0.45774 1.79062
H -1.45287 -1.95734 -0.42485
H -0.50615 -1.80315 1.07988
H -2.17647 -1.19913 0.99675
H -2.09255 0.12469 -1.73949
H -2.75510 0.85560 -0.24908
H -1.49826 1.69776 -1.20171
H 1.41573 -1.25126 0.34258
H 2.21027 -0.83920 -1.22845


Density functional theory data (ωB97M-V with the def2-TZVPD basis set) for a structure of composition C5H11O4Pb.

Properties
E_LUMO (spin up / spin down) = 0.4 / 0.1 eV
orbital gap (spin up / spin down) = 7.2946 / 7.5595 eV
2S+1 = 2
molar mass = 342.339 g mol⁻¹
energy above the lowest of the compared OMol25 structures with the same formula, charge and spin = 360.2 kJ/mol

Element x y z (Å)
O -0.84007 1.64832 -1.96485
Pb -0.07608 1.71298 -0.10530
O 1.49764 1.69514 1.00861
C 2.51626 0.86845 0.55883
C 1.97186 -0.38218 -0.12584
O 1.01974 0.06892 -1.08427
C -0.08700 -0.69435 -1.59322
C -1.29630 -1.07199 -0.11869
O -1.50057 0.20160 0.43473
C -2.52599 0.34196 1.40633
H 3.17397 0.52458 1.38171
H 3.16525 1.39853 -0.17066
H 1.45340 -1.01939 0.60818
H 2.75251 -0.96404 -0.63860
H -0.28412 -1.70772 -1.99609
H 0.21376 -0.59106 -2.65309
H -0.64622 -1.62869 0.56715
H -2.22706 -1.54498 -0.45212
H -2.65805 1.41768 1.57134
H -3.44024 -0.13632 1.03234
H -2.18268 -0.13745 2.33353


Density functional theory data (ωB97M-V with the def2-TZVPD basis set) for a cluster of 2 separate species, C5H11O5P in total.

Properties
E_LUMO = 0.7 eV
orbital gap = 10.2276 eV
molar mass = 182.112 g mol⁻¹
energy above the lowest of the compared OMol25 structures with the same formula, charge and spin = 0.0 kJ/mol

Element x y z (Å)
C 0.10980 -1.81455 -0.66070
O -0.61625 -0.61667 -0.58971
P -0.81517 0.09263 0.81124
O 0.04055 -0.56916 1.78940
O -2.37430 0.02860 1.10744
C -3.25310 0.66495 0.27376
O -0.59403 1.60048 0.41757
C 0.56504 2.14533 -0.07114
H 1.14608 -1.54106 -0.80457
H -0.39500 -2.54510 -1.32044
H -0.04916 -2.29616 0.34853
H -3.66745 -0.15319 -0.32725
H -2.73610 1.36829 -0.34634
H -4.11933 1.22269 0.64818
H 1.17016 1.45013 -0.77156
H 1.27005 2.03325 0.74860
H 0.45138 3.17370 -0.57098
C 3.87116 -0.51115 0.11959
C 4.59966 0.21770 -0.61071
O 5.29044 0.95896 -1.18726
H 4.30731 -1.07598 0.89482
H 2.81688 -0.70865 -0.07163


Density functional theory data (ωB97M-V with the def2-TZVPD basis set) for the molecule C5H11O6PS.

Properties
E_LUMO = -0.5 eV
orbital gap = 10.1376 eV
molar mass = 230.178 g mol⁻¹
energy above the lowest of the compared OMol25 structures with the same formula, charge and spin = 793.0 kJ/mol

Element x y z (Å)
C -2.03997 2.26838 -1.77605
C -0.74931 1.20973 -1.75753
O 0.21668 1.50729 -2.86688
C 0.04320 1.24521 -0.32268
C -0.00880 -0.15767 0.52487
O -0.88367 -0.18282 1.74376
S 0.10585 -0.66912 3.05951
O 0.13808 0.63910 3.94011
O -0.31657 -1.88087 3.92727
O 1.61863 -0.95476 2.31747
C 1.44967 -0.91860 0.82648
P 1.39365 -2.80659 0.34889
O 0.56796 -3.06070 -0.99580
H -2.26638 2.62027 -0.66467
H -1.84956 3.20293 -2.46045
H -3.01603 1.73372 -2.15717
H -1.22037 0.15215 -2.02742
H 0.63437 0.60606 -3.04280
H 1.16877 1.53787 -0.55847
H -0.38034 2.11985 0.34371
H -0.62439 -0.88491 -0.18618
H 2.38959 -0.42198 0.28388
H 2.75441 -3.27379 0.05503
H 0.87453 -3.63078 1.44513


Density functional theory data (ωB97M-V with the def2-TZVPD basis set) for the molecule C5H11OP.

Properties
E_LUMO = 1.0 eV
orbital gap = 9.9569 eV
molar mass = 118.116 g mol⁻¹
energy above the lowest of the compared OMol25 structures with the same formula, charge and spin = 187.5 kJ/mol

Element x y z (Å)
C 1.89682 -0.52707 -0.86810
C 0.45512 -0.31073 -0.30539
C -0.37491 -1.68017 -0.42749
O 0.61190 0.11941 1.01911
C -0.58774 0.77200 1.46339
C -0.78610 2.00786 0.57411
P -0.59694 1.12072 -1.11826
H 1.99286 -1.44511 -1.37718
H 2.50511 -0.55192 0.02803
H 2.21309 0.28857 -1.43706
H -0.63178 -1.59367 -1.44281
H -1.15282 -1.65776 0.28506
H 0.38403 -2.41181 -0.27154
H -0.44779 1.08485 2.38939
H -1.40428 0.09516 1.38645
H -1.68398 2.54919 0.53928
H -0.07902 2.82238 0.67893
H -1.57649 0.29759 -0.87475